Record 1
A cluster of 2 separate species, C3H6F2O2P in total. Source: OMol25; level of theory: wB97M-V/def2-TZVPD.

```
! RIJCOSX wB97M-V def2-TZVPD def2/J DEFGRID3
* xyz -1 1
C -0.1123 -1.8957 -1.4654
C 0.6935 1.8739 1.1392
C 0.0543 -1.4858 0.0098
O -1.0985 2.1309 -1.0167
O -2.2292 1.7707 1.2160
F 1.4693 -1.5356 0.3045
F -0.4489 -2.3576 1.0116
P -1.0009 1.7082 0.3736
H -1.0954 -2.1737 -1.6029
H 0.7049 -2.6947 -1.7789
H -0.0286 -1.0809 -2.1272
H 0.8169 1.4523 2.0550
H 1.3424 1.4384 0.5111
H 0.9326 2.8495 1.3705
*
```

Values from the calculation:
* HOMO (alpha / beta): -2.67 / -2.67 eV
* ΔE to the lowest compared entry with this formula, charge and spin: 58.55 kcal per mole
* HOMO-LUMO gap (alpha / beta): 0.2363 / 0.2363 Ha

Atom charges from the Löwdin analysis, given in e for atoms 1 to 8:
1. C -0.122
2. C -0.158
3. C -0.399
4. O -0.367
5. O -0.386
6. F -0.148
7. F -0.111
8. P 0.540

Record 2
A cluster of 2 separate species, C3H6F2OP2 in total. Source: OMol25; level of theory: wB97M-V/def2-TZVPD.

```
! RIJCOSX wB97M-V def2-TZVPD def2/J DEFGRID3
* xyz 0 3
C -0.5678 0.3991 -0.8053
C 0.4034 -1.9430 2.3568
C 0.7320 0.8296 -1.5265
O -0.7327 0.6418 0.3792
F 0.5474 -2.4854 1.1962
F 0.6145 0.4863 -2.8810
P -2.0017 -0.3369 -1.6883
P 0.5182 -0.3802 2.5698
H 1.6117 0.1387 -1.2306
H 0.8709 1.9723 -1.4105
H -1.9815 -1.4942 -0.7923
H -1.4280 -0.9236 -2.7973
H 0.8840 1.0526 2.1590
H 0.4840 -0.1859 4.0341
*
```

Values from the calculation:
* HOMO (alpha / beta): -5.78 / -9.17 eV
* HOMO-LUMO gap (alpha / beta): 0.2138 / 0.2749 Ha

Atom charges from the Löwdin analysis, given in e for atoms 1 to 8:
1. C -0.682
2. C -0.495
3. C -0.152
4. O -0.160
5. F -0.045
6. F -0.119
7. P 0.893
8. P 0.732

Record 3
An isolated molecule of C3H6F2S. Source: OMol25; level of theory: wB97M-V/def2-TZVPD.

```
! RIJCOSX wB97M-V def2-TZVPD def2/J DEFGRID3
* xyz 0 1
C 1.2824 -0.7166 0.2003
C -0.3442 1.0706 -0.2963
C -0.1781 -0.3384 0.2841
F -1.6650 1.5426 -0.3848
F -0.4704 -0.1981 1.7476
S -1.2048 -1.4956 -0.5467
H 1.8017 0.0236 0.9644
H 1.3709 -1.7784 0.4907
H 1.7359 -0.5462 -0.7741
H 0.0417 1.3467 -1.3236
H -0.0745 1.8986 0.3580
H -2.2956 -0.8088 -0.7196
*
```

Values from the calculation:
* SMILES: C[C@](F)(S)CF
* HOMO: -10.05 eV
* ΔE to the lowest compared entry with this formula, charge and spin: 20.83 kcal per mole
* HOMO-LUMO gap: 0.3972 Ha

Atom charges from the Löwdin analysis, given in e for atoms 1 to 8:
1. C -0.097
2. C -0.198
3. C -0.828
4. F -0.099
5. F -0.104
6. S 0.881
7. H 0.138
8. H 0.085

Record 4
A structure of composition C3H6F2S. Source: OMol25; level of theory: wB97M-V/def2-TZVPD.

```
! RIJCOSX wB97M-V def2-TZVPD def2/J DEFGRID3
* xyz 0 1
C -0.0271 0.6312 1.3699
C 0.1443 0.3357 -1.5281
C -0.2841 -0.3443 0.2387
F 0.4167 1.6670 -1.3091
F -1.5608 -0.7033 0.1130
S 0.6382 -1.8972 0.4146
H -0.6046 0.4638 2.3224
H 1.0796 0.6470 1.7201
H -0.1690 1.7670 1.2000
H -0.8007 0.2520 -2.2027
H 1.0678 -0.1208 -1.9180
H 0.0995 -2.6983 -0.4207
*
```

Values from the calculation:
* HOMO: -9.22 eV
* ΔE to the lowest compared entry with this formula, charge and spin: 47.97 kcal per mole
* HOMO-LUMO gap: 0.3684 Ha

Atom charges from the Löwdin analysis, given in e for atoms 1 to 8:
1. C -0.112
2. C -0.083
3. C -0.779
4. F -0.096
5. F -0.049
6. S 0.793
7. H 0.092
8. H 0.103

Record 5
A structure of composition C3H6F3OTl. Source: OMol25; level of theory: wB97M-V/def2-TZVPD.

```
! RIJCOSX wB97M-V def2-TZVPD def2/J DEFGRID3
* xyz 1 2
H -0.1270 0.2529 -1.1769
C -0.8544 0.1947 -1.9998
F -1.8771 1.0633 -1.6651
F -0.2620 0.6257 -3.1249
F -1.4238 -0.9809 -2.3040
Tl -1.9268 0.0985 1.7907
C 1.4119 0.6903 1.0937
O 0.9056 -0.3878 0.3665
C -0.1938 -1.0522 0.9986
H 2.2187 1.1504 0.5078
H 0.6353 1.4590 1.2765
H 1.8121 0.3627 2.0696
H -0.5515 -1.8447 0.3209
H 0.2327 -1.6320 1.8463
*
```

Values from the calculation:
* HOMO (alpha / beta): -14.26 / -15.52 eV
* ΔE to the lowest compared entry with this formula, charge and spin: 0.00 kcal per mole
* HOMO-LUMO gap (alpha / beta): 0.3288 / 0.2980 Ha

Atom charges from the Löwdin analysis, given in e for atoms 1 to 8:
1. H 0.133
2. C -0.436
3. F 0.048
4. F 0.129
5. F 0.124
6. Tl 1.189
7. C -0.099
8. O -0.242

Record 6
An isolated molecule of C3H6F3P. Source: OMol25; level of theory: wB97M-V/def2-TZVPD.

```
! RIJCOSX wB97M-V def2-TZVPD def2/J DEFGRID3
* xyz 0 1
C -2.9058 -0.2012 -0.3824
C 1.9846 -0.5927 0.3821
C 1.2298 0.5516 -0.1969
F -3.1362 -1.5055 -0.1563
F -0.9715 0.1138 1.4491
F -1.2578 1.8182 -0.2407
P -1.0193 0.2384 -0.1471
H -3.1711 -0.0041 -1.4322
H 3.0515 -0.3724 0.3155
H 1.7955 -1.5135 -0.1653
H 1.7350 -0.7380 1.4298
H 1.2515 1.4626 0.3918
H 1.4138 0.7427 -1.2473
*
```

Values from the calculation:
* SMILES: CCP(F)(F)=CF
* HOMO (alpha / beta): -8.48 / -8.06 eV
* ΔE to the lowest compared entry with this formula, charge and spin: 68.32 kcal per mole
* HOMO-LUMO gap (alpha / beta): 0.2832 / 0.2733 Ha

Atom charges from the Löwdin analysis, given in e for atoms 1 to 8:
1. C -0.214
2. C -0.189
3. C -0.231
4. F -0.111
5. F -0.229
6. F -0.242
7. P 0.876
8. H 0.024

Record 7
A cluster of 2 separate species, C3H6FI in total. Source: OMol25; level of theory: wB97M-V/def2-TZVPD.

```
! RIJCOSX wB97M-V def2-TZVPD def2/J DEFGRID3
* xyz 0 1
C 0.3271 -1.0359 0.8985
C -0.4065 1.1642 -1.0936
C 1.0945 -0.5427 -0.2456
F 1.1144 -1.5404 -1.2924
I 3.0797 0.1309 0.0455
H -0.7388 -1.2484 0.5574
H 0.9852 -1.8253 1.4633
H 0.1444 -0.2494 1.6652
H -0.5342 1.7497 -0.1266
H -1.1762 0.3563 -1.3983
H 0.1754 1.4764 -1.8824
*
```

Values from the calculation:
* HOMO (alpha / beta): -8.50 / -8.58 eV
* ΔE to the lowest compared entry with this formula, charge and spin: 79.35 kcal per mole
* HOMO-LUMO gap (alpha / beta): 0.3098 / 0.3102 Ha

Atom charges from the Löwdin analysis, given in e for atoms 1 to 8:
1. C -0.211
2. C 0.074
3. C -0.846
4. F -0.158
5. I 0.808
6. H 0.099
7. H 0.110
8. H 0.076

Record 8
The ion C3H6FN2O4PS with charge -2. Source: OMol25; level of theory: wB97M-V/def2-TZVPD.

```
! RIJCOSX wB97M-V def2-TZVPD def2/J DEFGRID3
* xyz -2 1
C -2.3441 0.7450 -0.1707
C -0.6361 1.3200 1.4406
C 0.6361 -1.4388 -1.5952
N -1.0895 1.0458 0.0427
N 1.2515 -0.3666 -1.0471
O 2.1058 0.8215 1.2583
O 3.2406 -1.1623 0.2026
O -3.2442 0.6227 0.6422
O 0.8929 -1.4495 1.2950
F -2.5510 0.4482 -1.5460
P 1.9189 -0.5524 0.6266
S 0.0371 1.2653 -1.2258
H -1.0814 2.3088 1.6672
H -1.0187 0.5967 2.1502
H 0.5244 1.1738 1.3754
H 1.2689 -2.1839 -1.2161
H -0.4465 -1.7864 -1.2015
H 0.5354 -1.4079 -2.6983
*
```

Values from the calculation:
* SMILES: CN(SN(C)P(=O)([O-])[O-])C(=O)F
* HOMO: -0.27 eV
* ΔE to the lowest compared entry with this formula, charge and spin: 0.00 kcal per mole
* HOMO-LUMO gap: 0.2144 Ha

Atom charges from the Löwdin analysis, given in e for atoms 1 to 8:
1. C -0.608
2. C -0.111
3. C -0.362
4. N -0.422
5. N -0.368
6. O -0.449
7. O -0.456
8. O 0.043

Record 9
An isolated molecule of C3H6FN3. Source: OMol25; level of theory: wB97M-V/def2-TZVPD.

```
! RIJCOSX wB97M-V def2-TZVPD def2/J DEFGRID3
* xyz 0 1
C -2.1447 -0.2920 0.4110
C -0.5875 -0.1095 0.1164
C 2.2141 0.3235 -0.2275
H -2.7341 0.0064 1.5737
H -2.4890 -1.3822 0.2509
H -0.2755 0.7661 -0.5993
H 2.2232 -1.5656 -0.8905
H 3.2262 0.0472 -0.6901
H 0.8370 1.2842 0.5711
N 0.2550 -1.1421 0.4069
N 1.5213 -0.8488 -0.3943
N 1.8511 1.3192 0.4948
F -2.5635 0.6682 -0.6186
*
```

Values from the calculation:
* SMILES: [H]/N=C\N/N=C/CF
* HOMO: -9.10 eV
* ΔE to the lowest compared entry with this formula, charge and spin: 105.68 kcal per mole
* HOMO-LUMO gap: 0.3316 Ha

Atom charges from the Löwdin analysis, given in e for atoms 1 to 8:
1. C -0.120
2. C -0.130
3. C -0.371
4. H 0.187
5. H 0.114
6. H 0.148
7. H 0.176
8. H 0.123

Record 10
An isolated molecule of C3H6FN3. Source: OMol25; level of theory: wB97M-V/def2-TZVPD.

```
! RIJCOSX wB97M-V def2-TZVPD def2/J DEFGRID3
* xyz 0 1
C 0.1665 0.6705 -0.1744
C -0.8538 -0.3919 -0.0865
C -0.7761 -1.6522 -0.4853
H 1.7976 -1.5517 0.1999
H 1.6279 -0.4590 1.5258
H 2.0828 0.9671 -0.6182
H -1.0431 2.0415 0.0035
H 0.1649 -1.9659 -0.9126
H -1.6654 -2.2305 -0.4083
N 2.0364 -0.6362 0.5832
N 1.4549 0.2182 -0.3755
N -0.1054 1.9196 -0.2029
F -1.9873 0.1033 0.5171
*
```

Values from the calculation:
* SMILES: [H]/N=C(/NN)C(=C)F
* HOMO: -9.63 eV
* ΔE to the lowest compared entry with this formula, charge and spin: 35.06 kcal per mole
* HOMO-LUMO gap: 0.3718 Ha

Atom charges from the Löwdin analysis, given in e for atoms 1 to 8:
1. C -0.405
2. C -0.277
3. C 0.109
4. H 0.059
5. H 0.104
6. H 0.119
7. H 0.015
8. H 0.068

Record 11
A cluster of 2 separate species, C3H6FNO2 in total. Source: OMol25; level of theory: wB97M-V/def2-TZVPD.

```
! RIJCOSX wB97M-V def2-TZVPD def2/J DEFGRID3
* xyz 0 1
C -0.7245 -1.3986 1.1958
C 0.4085 -1.2363 0.5835
C 0.4371 1.3016 0.1198
N -0.3496 1.0494 -0.8562
O 0.4958 0.5895 -1.9277
O -1.5038 1.0248 -1.0610
F -0.1049 1.3811 1.3535
H -1.5036 -1.6418 0.5178
H 0.3616 1.2127 -2.6317
H -0.9409 -1.2661 2.2725
H 1.3999 -0.8612 0.8594
H 0.4862 -1.4577 -0.4359
H 1.5382 1.3025 0.0102
*
```

Values from the calculation:
* SMILES: [O-]/[N+](O)=C\F.C=C
* HOMO: -9.27 eV
* ΔE to the lowest compared entry with this formula, charge and spin: 142.48 kcal per mole
* HOMO-LUMO gap: 0.3640 Ha

Atom charges from the Löwdin analysis, given in e for atoms 1 to 8:
1. C -0.055
2. C -0.124
3. C -0.152
4. N -0.356
5. O 0.042
6. O 0.087
7. F 0.062
8. H 0.049

Record 12
A cluster of 2 separate species, C3H6FNO2 in total. Source: OMol25; level of theory: wB97M-V/def2-TZVPD.

```
! RIJCOSX wB97M-V def2-TZVPD def2/J DEFGRID3
* xyz 0 3
C 0.7771 0.9969 0.8252
C 0.5728 -0.9588 -0.9069
C 0.1980 -0.2865 0.3651
N -1.7923 0.2065 -0.1767
O -2.3841 -0.6847 -0.6975
O -2.0824 1.3372 0.0691
F -0.0570 -1.1591 1.3672
H 1.8654 0.9709 0.7373
H 0.5161 1.1654 1.8669
H 0.4015 1.8278 0.2302
H 1.4843 -1.5501 -0.7866
H 0.7273 -0.2223 -1.6894
H -0.2266 -1.6431 -1.2039
*
```

Values from the calculation:
* HOMO (alpha / beta): -6.40 / -11.91 eV
* ΔE to the lowest compared entry with this formula, charge and spin: 16.50 kcal per mole
* HOMO-LUMO gap (alpha / beta): 0.2408 / 0.3502 Ha

Atom charges from the Löwdin analysis, given in e for atoms 1 to 8:
1. C -0.048
2. C -0.045
3. C -0.456
4. N -0.250
5. O 0.132
6. O 0.133
7. F 0.045
8. H 0.084

Molecular weight values, unit g/mol, following the record order: 143.05 158.02 112.14 112.14 319.46 130.05 187.98 216.13 103.10 103.10 107.08 107.08.
Maximum force values, unit Eh/bohr, following the record order: 0.0792 0.1684 0.0524 0.0824 0.1018 0.0509 0.1040 0.1214 0.1041 0.0525 0.0772 0.0850.
Total energy values, unit eV, following the record order: -22027.09385 -29259.30844 -19477.60461 -19476.42772 -18092.03317 -20647.66048 -14022.69111 -37220.96812 -10391.03079 -10394.09294 -11505.11502 -11504.38523.